{
  "formula": "C22H33N3O5S2",
  "method": "ωB97M-V with the def2-TZVPD basis set",
  "homo_energy_ev": -8.756,
  "total_energy_ev": -59729.2734,
  "smiles": "CC1CCN(S(=O)(=O)c2ccc3c(c2)N(CC(=O)NCCCOC(C)C)C(=O)CS3)CC1",
  "homo_lumo_gap_ev": 9.2430,
  "fmax_ev_per_a": 1.09,
  "lumo_ev": 0.49,
  "species": ["C", "H", "H", "H", "C", "C", "C", "N", "S", "O", "O", "C", "C", "C", "C", "C", "C", "H", "H", "S", "C", "C", "O", "N", "C", "H", "H", "C", "O", "N", "H", "C", "C", "H", "C", "O", "C", "C", "H", "H", "H", "C", "H", "H", "H", "H", "H", "H", "H", "H", "H", "H", "H", "H", "C", "C", "H", "H", "H", "H", "H", "H", "H", "H", "H"],
  "coordinates": [[1.0746, 4.8307, -0.9233], [0.9359, 5.1342, -1.9586], [0.1850, 4.2996, -0.5936], [1.1892, 5.7244, -0.3145], [2.2945, 3.9259, -0.7833], [2.4744, 3.4853, 0.6712], [3.6665, 2.5419, 0.7944], [3.4504, 1.4008, -0.0666], [4.2512, -0.0107, 0.2642], [5.2879, -0.2781, -0.6957], [4.5993, -0.0265, 1.6554], [2.9650, -1.2428, 0.0148], [1.6316, -0.8954, 0.0723], [0.6541, -1.8787, -0.0669], [1.0566, -3.2161, -0.1822], [2.4032, -3.5457, -0.2554], [3.3625, -2.5537, -0.1768], [4.4146, -2.7765, -0.2432], [2.6803, -4.5816, -0.3714], [-0.1661, -4.4854, -0.1977], [-1.3106, -3.6127, 0.9117], [-1.7209, -2.3073, 0.2767], [-2.8864, -1.9784, 0.1606], [-0.7019, -1.5223, -0.1570], [-1.0549, -0.2661, -0.8022], [-0.2554, 0.0100, -1.4911], [-1.9860, -0.4281, -1.3527], [-1.2567, 0.8605, 0.2240], [-0.3585, 1.6328, 0.5096], [-2.4697, 0.8695, 0.7782], [-3.1951, 0.2542, 0.4269], [-2.8935, 1.8795, 1.7181], [-4.0097, 2.7506, 1.1395], [-4.2145, 3.5687, 1.8307], [-5.3039, 1.9744, 0.9049], [-5.1083, 1.0577, -0.1476], [-6.1904, 0.1710, -0.3960], [-7.3922, 0.8819, -1.0226], [-7.8429, 1.5882, -0.3295], [-7.0767, 1.4179, -1.9147], [-8.1445, 0.1487, -1.2991], [-5.6559, -0.9135, -1.3255], [-4.8078, -1.4139, -0.8678], [-6.4313, -1.6464, -1.5277], [-5.3374, -0.4646, -2.2629], [-6.5008, -0.2846, 0.5603], [-5.5980, 1.4370, 1.8214], [-6.1058, 2.6840, 0.6560], [-3.6799, 3.1706, 0.1886], [-2.0190, 2.4928, 1.9495], [-3.2411, 1.3921, 2.6354], [-0.8038, -3.4469, 1.8648], [-2.1870, -4.2407, 1.0574], [1.3620, 0.1370, 0.2304], [3.3322, 1.7406, -1.4646], [2.1393, 2.6753, -1.6516], [1.2275, 2.1626, -1.3436], [2.0518, 2.9475, -2.7049], [3.2007, 0.8084, -2.0183], [4.2532, 2.2222, -1.8247], [3.7753, 2.1575, 1.8084], [4.5936, 3.0663, 0.5155], [2.6304, 4.3518, 1.3152], [1.5710, 2.9661, 0.9912], [3.1884, 4.4735, -1.1051]]
}

{
  "formula": "C40H36CaN2O2P2",
  "method": "ωB97M-V with the def2-TZVPD basis set",
  "homo_energy_ev": -13.630,
  "total_energy_ev": -86142.2779,
  "homo_lumo_gap_ev": 6.5247,
  "fmax_ev_per_a": 3.99,
  "charge": 2,
  "lumo_ev": -7.10,
  "species": ["Ca", "O", "C", "O", "C", "C", "C", "C", "C", "C", "N", "C", "C", "C", "C", "C", "C", "N", "H", "H", "H", "H", "H", "H", "H", "H", "H", "H", "C", "C", "P", "C", "C", "C", "C", "C", "C", "C", "C", "C", "C", "C", "C", "C", "P", "C", "C", "C", "C", "C", "C", "C", "C", "C", "C", "C", "C", "H", "H", "H", "H", "H", "H", "H", "H", "H", "H", "H", "H", "H", "H", "H", "H", "H", "H", "H", "H", "H", "H", "H", "H", "H", "H"],
  "coordinates": [[0.2101, -0.6523, 0.6647], [7.1645, -2.3461, -3.4139], [5.8687, -2.2132, -3.9065], [5.6353, -2.4702, -5.0754], [4.8820, -1.7525, -2.9293], [3.5342, -2.1572, -3.0509], [2.7158, -1.9308, -1.9474], [3.1545, -1.3895, -0.7412], [4.3868, -0.7937, -0.7636], [5.3157, -1.0932, -1.7741], [2.2843, -1.5413, 0.3460], [2.8129, -2.0311, 1.4637], [2.1933, -1.7823, 2.7763], [2.7274, -2.3515, 3.9381], [2.0273, -2.1821, 5.1430], [0.8906, -1.3878, 5.1952], [0.4389, -0.8663, 4.0140], [1.0178, -1.0396, 2.8402], [7.5862, -2.7282, -4.1972], [3.2138, -2.8325, -3.8865], [1.7400, -2.3816, -2.0714], [4.7586, -0.1827, 0.0694], [6.3400, -0.6956, -1.6183], [3.5755, -2.8213, 1.5144], [3.6679, -2.9484, 3.8920], [2.2270, -2.8104, 6.0530], [0.4957, -1.1103, 6.1655], [-0.5767, -0.4916, 3.8569], [-2.6409, 1.9319, -0.6384], [-3.5611, 0.8185, -0.2378], [-2.5520, -0.7257, 0.0328], [-3.6663, -1.8872, 0.8512], [-3.4170, -2.6958, 1.9339], [-4.4283, -3.4928, 2.4870], [-5.7077, -3.5028, 1.9892], [-6.0045, -2.5507, 0.9790], [-4.9849, -1.8831, 0.2771], [-2.4953, -1.5687, -1.5596], [-1.9524, -2.8175, -1.7217], [-1.9717, -3.4099, -2.9973], [-2.2856, -2.6710, -4.1353], [-2.6442, -1.3232, -4.0482], [-2.7912, -0.7829, -2.7353], [-1.9169, 2.7164, 0.4945], [-0.0911, 2.2711, 0.5973], [0.5074, 3.5399, 1.8548], [1.5249, 4.4560, 1.7497], [1.7647, 5.3284, 2.8463], [1.0051, 5.3043, 3.9504], [0.0612, 4.2612, 4.1849], [-0.3099, 3.4271, 3.0937], [0.4952, 2.7862, -1.0135], [1.3013, 1.9450, -1.8329], [1.5591, 2.2806, -3.1514], [0.9593, 3.3921, -3.7753], [0.1833, 4.2490, -2.9966], [0.0527, 3.9931, -1.6179], [-3.1356, 2.6102, -1.3010], [-1.8556, 1.5610, -1.3519], [-4.3197, 0.5838, -1.0142], [-4.1957, 1.1208, 0.6267], [-2.4037, -2.8180, 2.2951], [-4.0907, -4.1404, 3.2857], [-6.4977, -4.0375, 2.4949], [-7.0223, -2.2803, 0.7340], [-5.2866, -1.2534, -0.5997], [-1.7480, -3.3541, -0.7620], [-1.6054, -4.4277, -3.0734], [-2.2502, -3.2361, -5.0969], [-2.7275, -0.7090, -4.9465], [-3.1103, 0.2931, -2.7371], [-2.3934, 2.5191, 1.4845], [-2.0721, 3.8011, 0.3557], [2.1707, 4.4102, 0.9049], [2.6064, 6.0670, 2.8032], [1.1311, 5.9953, 4.7635], [-0.5945, 4.2486, 5.0695], [-1.1200, 2.6805, 3.1683], [1.5595, 0.9836, -1.4689], [2.2331, 1.6078, -3.6751], [1.1974, 3.5278, -4.8046], [-0.3321, 5.0552, -3.5162], [-0.4184, 4.7854, -1.0562]]
}

{
  "formula": "C12H34N4O11P3S",
  "method": "ωB97M-V with the def2-TZVPD basis set",
  "homo_energy_ev": -4.583,
  "total_energy_ev": -80180.7586,
  "homo_lumo_gap_ev": 7.0654,
  "fmax_ev_per_a": 1.07,
  "charge": -1,
  "lumo_ev": 2.48,
  "species": ["C", "O", "C", "P", "C", "O", "N", "O", "O", "C", "C", "C", "O", "P", "O", "P", "O", "O", "S", "H", "H", "H", "H", "H", "H", "H", "H", "H", "H", "H", "H", "H", "H", "H", "H", "H", "H", "H", "O", "C", "N", "C", "H", "H", "H", "H", "H", "O", "C", "N", "C", "H", "H", "H", "H", "H", "O", "C", "N", "C", "H", "H", "H", "H", "H"],
  "coordinates": [[-1.0783, -4.5305, 1.5326], [-1.0983, -3.1524, 1.3070], [-2.3298, -2.6647, 0.8047], [-2.3985, -0.7548, 0.7893], [-3.0570, -0.6268, -1.0186], [-2.2506, 0.2574, -1.8414], [-2.9641, 0.8121, -2.8400], [-2.3139, 1.5990, -3.4360], [-0.7756, -0.7560, 0.3713], [0.0676, 0.2311, -0.1700], [1.3754, 0.3793, 0.6471], [1.5239, 1.7320, 1.3546], [2.5008, 0.1393, -0.2280], [-2.5294, 1.5536, 1.0154], [-1.4617, 2.1943, 1.8479], [-2.0070, -0.7415, 3.1227], [-0.4569, -0.5012, 3.5075], [-2.1733, -2.2517, 3.7741], [-3.3042, 0.3791, 4.0888], [-1.9876, -4.8974, 2.0300], [-0.2312, -4.7378, 2.1913], [-0.9438, -5.1000, 0.6004], [-3.1507, -3.0450, 1.4294], [-2.4577, -3.0591, -0.2143], [-3.7854, -0.7770, 1.2233], [-3.1143, -1.5943, -1.5229], [-4.0754, -0.2191, -0.9707], [0.3985, -0.0978, -1.1628], [-0.3583, 1.2282, -0.3141], [1.4177, -0.4386, 1.3696], [2.5599, 2.0770, 1.2791], [1.2654, 1.6619, 2.4148], [0.8598, 2.4936, 0.9381], [2.4510, 0.7844, -0.9345], [-3.8508, 1.8175, 1.4428], [-2.5583, 2.1583, -0.2690], [-0.2994, -0.8289, 4.3994], [-3.1098, -2.3313, 3.9570], [1.9277, 4.6630, -3.5082], [0.7975, 5.0133, -3.2296], [0.5661, 6.0799, -2.4137], [-0.4350, 4.3144, -3.7563], [-0.3566, 6.3677, -2.1505], [1.3607, 6.5552, -2.0231], [-0.4363, 3.2803, -3.4158], [-0.3987, 4.3259, -4.8450], [-1.3593, 4.7879, -3.4283], [1.4016, -3.1477, 5.8169], [2.0263, -3.2453, 4.7762], [1.4384, -3.1747, 3.5600], [3.5277, -3.4501, 4.7676], [1.9547, -3.2335, 2.7025], [0.4419, -3.0154, 3.5067], [3.7579, -4.3665, 5.3088], [3.9948, -2.6170, 5.2898], [3.9416, -3.5153, 3.7620], [1.2883, 0.5026, -3.3945], [1.9280, 0.6436, -4.4154], [1.3367, 1.0024, -5.5862], [3.4232, 0.4226, -4.4655], [1.8518, 1.1470, -6.4324], [0.3460, 1.1748, -5.5748], [3.6339, -0.5970, -4.1478], [3.8976, 1.1042, -3.7619], [3.8448, 0.5856, -5.4572]]
}